# 1
Formula: C32H37N5O5RuSSi
Source: the OMol25 dataset
Level of theory: the ωB97M-V functional and the def2-TZVPD basis

Each line ends with the Löwdin spin population.
Cartesian coordinates (Å):
Ru 0.42543 -0.16244 -0.88119  0.941
N -1.51832 -1.19369 -0.66136  0.016
C -1.98109 -2.07533 -1.67778  0.001
C -3.28420 -1.98993 -2.14520  -0.001
C -3.72620 -2.82504 -3.15840  0.000
C -2.85686 -3.75446 -3.70473  -0.001
C -1.55811 -3.83935 -3.22826  0.000
C -1.08694 -3.01298 -2.20762  -0.001
C 0.34952 -3.09350 -1.81524  -0.004
C 0.92665 -4.36476 -1.74839  -0.001
C 2.29184 -4.52822 -1.59724  -0.001
C 3.09352 -3.39556 -1.57084  -0.001
C 2.51677 -2.13607 -1.60578  -0.003
C 1.12716 -1.91838 -1.66165  -0.018
H -2.22062 -0.51677 -0.37574  0.000
H -1.26751 -1.74074 0.17125  0.004
H -3.96416 -1.27280 -1.70159  0.000
H -4.74355 -2.74186 -3.51839  0.000
H -3.18119 -4.39953 -4.51097  0.000
H -0.86421 -4.53731 -3.67837  0.000
H 0.28279 -5.23473 -1.81606  0.000
H 2.72114 -5.51873 -1.51207  0.000
H 4.17068 -3.49108 -1.49595  0.000
H 3.17232 -1.27468 -1.57818  -0.001
C -3.17764 -2.48100 3.26739  0.000
C -2.05022 -1.89872 4.10888  0.001
N -1.71825 -0.52047 3.77436  0.001
C -2.50387 0.53907 4.39916  0.000
C -3.63590 1.07505 3.53205  0.000
C -0.84883 -0.20880 2.78211  0.003
S -0.00052 -1.45984 1.95108  0.025
N -0.63240 1.09590 2.61961  0.001
C -0.32208 1.70746 1.48147  0.001
O -0.66278 1.36558 0.31217  0.005
C 0.45329 2.99046 1.62682  0.000
C 1.09636 3.49586 0.49957  0.000
C 1.86687 4.64386 0.59692  0.000
C 1.97894 5.30249 1.81438  0.000
C 1.32980 4.80717 2.93788  0.000
C 0.57542 3.64683 2.84711  0.000
H -3.32132 -3.53436 3.51384  0.000
H -2.92533 -2.41484 2.20899  0.000
H -4.12199 -1.96291 3.43624  0.000
H -1.15086 -2.49833 3.97970  0.001
H -2.31422 -1.91611 5.16906  0.000
H -1.82696 1.35317 4.65759  0.000
H -2.90350 0.12649 5.32765  0.000
H -3.24796 1.43984 2.58184  0.000
H -4.12647 1.90758 4.03950  0.000
H -4.38742 0.31152 3.33234  0.000
H 0.99891 2.96827 -0.44081  0.000
H 2.38325 5.01883 -0.27751  0.000
H 2.57965 6.20039 1.88983  0.000
H 1.42007 5.32035 3.88723  0.000
H 0.07939 3.23419 3.71511  0.000
O 5.99721 2.13371 -0.47790  0.000
C 5.76153 1.59968 0.70953  0.000
O 6.59889 1.56201 1.58313  0.000
C 4.40327 1.04701 0.92034  0.000
C 3.94901 0.48005 2.09471  0.000
N 2.68140 0.09728 1.88096  0.005
N 2.27527 0.37685 0.64077  0.032
C 3.30691 0.94185 0.04508  -0.001
C 3.10275 1.28740 -1.38634  0.002
O 4.00185 1.89180 -1.99666  -0.001
O 1.99735 0.91275 -1.86360  0.012
H 5.20230 2.04897 -1.09540  0.000
H 4.45209 0.33489 3.03435  0.000
H 2.02958 -0.41195 2.47131  0.000
C 0.12370 2.37117 -3.43190  -0.003
Si -0.65404 0.76929 -2.80205  -0.012
C -0.74712 -0.34445 -4.32296  -0.003
C -2.41110 1.34660 -2.37087  -0.003
H -0.46094 2.71592 -4.29124  -0.001
H 1.16112 2.24532 -3.72974  0.000
H 0.08378 3.15317 -2.66934  0.000
H -1.25814 0.19831 -5.12450  -0.001
H -1.27179 -1.28763 -4.16342  0.000
H 0.26475 -0.57664 -4.66151  0.000
H -2.78369 1.95794 -3.19790  -0.001
H -2.38065 1.96680 -1.47335  0.000
H -3.13360 0.54486 -2.21328  0.000

Values from the calculation:
2S+1: 2
Total charge: -1
Relative energy (zero: lowest compared OMol25 entry of this formula, charge and spin): 7.8 kcal per mole
Kohn-Sham gap (spin up / spin down): 7.3 / 7.0 eV
Maximum force: 1.6 eV Å⁻¹
E_LUMO (spin up / spin down): 2.435 / 2.435 eV
E_tot: -2674.3609 Eh

# 2
Formula: C32H37N5O5RuSSi
Source: the OMol25 dataset
Level of theory: the ωB97M-V functional and the def2-TZVPD basis

Each line ends with the Löwdin spin population.
Cartesian coordinates (Å):
Ru 0.14750 -0.11341 -0.08671  0.890
N 0.42711 0.11415 2.37925  0.017
C -0.19945 1.15683 3.06728  0.000
C 0.51140 1.80644 4.07585  0.002
C -0.03222 2.87041 4.77139  0.000
C -1.30744 3.30179 4.44440  0.002
C -1.99028 2.67595 3.41384  0.000
C -1.47407 1.59325 2.68940  0.002
C -2.24773 1.15720 1.47384  -0.004
C -3.64011 1.29343 1.58841  0.000
C -4.47549 1.36964 0.48910  -0.002
C -3.88501 1.40225 -0.76695  0.000
C -2.52532 1.17332 -0.87575  -0.003
C -1.66061 0.89692 0.20000  -0.015
H 1.36050 -0.08466 2.70553  0.000
H -0.11151 -0.75007 2.31024  0.000
H 1.50777 1.44996 4.31499  0.000
H 0.54014 3.35821 5.55098  0.000
H -1.75831 4.14149 4.95833  0.000
H -2.94543 3.07994 3.10842  0.000
H -4.07241 1.36950 2.57974  0.000
H -5.54746 1.45855 0.61705  0.000
H -4.48353 1.55911 -1.65807  0.000
H -2.08422 1.18401 -1.86295  0.000
C 2.74494 0.30699 -5.37383  0.000
C 1.32331 0.80938 -5.16198  0.000
N 1.21324 1.89369 -4.18766  0.004
C 1.37876 3.26064 -4.68803  0.000
C 2.76174 3.84864 -4.44704  0.000
C 1.08168 1.67395 -2.85588  0.005
S 1.06536 0.03622 -2.31618  -0.006
N 0.97846 2.79818 -2.13524  0.000
C 1.08593 2.79660 -0.80069  0.015
O 1.38891 1.85329 -0.04309  0.034
C 0.83957 4.16281 -0.18938  0.001
C 0.63971 4.25973 1.18115  0.002
C 0.39779 5.49792 1.76092  0.000
C 0.36578 6.63873 0.97074  0.002
C 0.56810 6.54517 -0.39947  0.000
C 0.79774 5.30592 -0.97977  0.002
H 2.74356 -0.53390 -6.07047  0.000
H 3.17388 -0.03720 -4.43323  0.000
H 3.38813 1.08518 -5.78797  0.000
H 0.68122 -0.00635 -4.83568  0.000
H 0.91816 1.19120 -6.10063  0.000
H 0.62248 3.88826 -4.21923  0.000
H 1.16735 3.22096 -5.75719  0.000
H 2.96153 3.92059 -3.37879  0.000
H 2.81725 4.85266 -4.87404  0.000
H 3.54173 3.24182 -4.90862  0.000
H 0.66280 3.36119 1.77719  0.000
H 0.22665 5.56261 2.82679  0.000
H 0.17663 7.60509 1.42366  0.000
H 0.53887 7.43588 -1.01514  0.000
H 0.94086 5.20590 -2.04723  0.000
O 3.39961 -4.92484 1.87382  0.000
C 4.15271 -3.98711 1.32904  0.000
O 5.35594 -4.09564 1.24709  0.000
C 3.46506 -2.77934 0.79255  0.000
C 4.15382 -1.76745 0.15876  -0.001
N 3.25410 -0.83969 -0.19326  -0.001
N 2.02310 -1.17553 0.17606  -0.002
C 2.11131 -2.35337 0.77720  -0.001
C 0.83467 -2.94298 1.31595  0.004
O 0.88916 -4.06552 1.84819  0.004
O -0.19007 -2.21457 1.20128  0.052
H 2.41950 -4.67238 1.84653  0.000
H 5.20551 -1.67215 -0.05018  0.000
H 3.35754 0.01999 -0.71131  0.000
C -0.10796 -3.16328 -1.80715  -0.002
Si -1.19329 -1.68607 -1.33385  0.001
C -1.95193 -1.19991 -3.01177  -0.004
C -2.66440 -2.33594 -0.35796  0.002
H -0.70645 -3.83584 -2.43257  0.000
H 0.22969 -3.74138 -0.94486  0.000
H 0.76805 -2.86726 -2.39023  0.000
H -2.40331 -2.10444 -3.43753  -0.001
H -1.20347 -0.83662 -3.71498  0.000
H -2.74394 -0.46024 -2.92865  0.000
H -3.28557 -2.94152 -1.02801  0.000
H -3.27830 -1.51744 0.02489  0.000
H -2.34552 -2.95067 0.48337  0.000

Values from the calculation:
2S+1: 2
Total charge: -1
Relative energy (zero: lowest compared OMol25 entry of this formula, charge and spin): 16.8 kcal per mole
Kohn-Sham gap (spin up / spin down): 7.1 / 6.9 eV
Maximum force: 1.0 eV Å⁻¹
E_LUMO (spin up / spin down): 2.401 / 2.387 eV
E_tot: -2674.3466 Eh

# 3
Formula: C32H38BF4N5O3PSc
Source: the OMol25 dataset
Level of theory: the ωB97M-V functional and the def2-TZVPD basis

Each line ends with the Mulliken charge.
Cartesian coordinates (Å):
Sc -1.01900 0.00564 0.85996  -1.097
N -0.61693 2.13422 -0.39600  0.623
C -0.03090 3.18300 0.45573  -0.794
C -0.24603 2.82961 1.91233  0.523
O 0.23633 3.56957 2.71495  -0.699
N -0.94983 1.72078 2.14002  0.157
C -1.49163 1.57395 3.48019  -0.340
C -2.40001 0.35211 3.46852  0.145
O -3.29835 0.25053 4.27585  -0.746
O -2.13341 -0.51393 2.51507  -0.300
H -0.09509 2.04391 -1.27989  -0.463
H -1.55398 2.54172 -0.68549  0.108
H -0.46668 4.15453 0.23954  0.594
H 1.06839 3.17839 0.31898  -0.013
H -2.00539 2.45794 3.82550  0.375
H -0.72056 1.35960 4.23280  0.252
C 4.01769 -0.50287 4.75242  -0.499
C 3.05374 0.49117 4.55012  -0.712
C 2.43455 0.58613 3.34477  -0.177
C 2.79142 -0.25707 2.23888  -0.171
C 3.85355 -1.17431 2.45236  -0.403
C 4.44546 -1.33347 3.69552  -0.785
P 1.80876 -0.05318 0.70656  3.438
C 2.87397 1.02045 -0.28131  -0.012
C 2.52474 1.32219 -1.59992  -0.325
C 3.16057 2.37218 -2.30798  -0.578
C 4.27791 2.99010 -1.72201  -0.845
C 4.54683 2.69663 -0.35262  -0.503
C 3.80291 1.79527 0.36724  -0.845
C 1.90359 -1.74576 0.02506  -0.305
C 2.85113 -2.28768 -0.85755  -0.487
C 2.91202 -3.63653 -1.09844  -1.066
C 2.05052 -4.49582 -0.43437  -0.851
C 1.10404 -4.02969 0.53361  0.569
C 0.35861 -4.87626 1.34105  -1.303
C -0.56883 -4.28306 2.16362  -0.754
C -0.76500 -2.90289 2.25226  -0.523
C -0.06564 -2.03329 1.48052  0.590
C 0.93583 -2.61212 0.67947  0.938
H 4.48317 -0.49054 5.74022  0.342
H 2.71080 1.12839 5.40108  0.384
H 1.63266 1.30210 3.18428  0.457
H 4.04760 -1.85486 1.62761  0.422
H 5.19190 -2.07874 3.74952  0.479
H 1.74477 0.70415 -2.02351  0.462
H 2.84667 2.72620 -3.27940  0.513
H 4.85118 3.69999 -2.31291  0.384
H 5.32956 3.21296 0.15906  0.447
H 3.99376 1.58028 1.42806  0.357
H 3.61006 -1.63313 -1.37607  0.294
H 3.57591 -3.98801 -1.79763  0.552
H 2.14326 -5.56048 -0.50870  0.420
H 0.49705 -5.93253 1.27013  0.457
H -1.23725 -4.80005 2.84032  0.434
H -1.52185 -2.53502 2.97171  0.318
N -3.97650 1.83536 -2.82879  0.098
C -3.36035 0.63203 -2.19593  1.165
C -4.48653 -0.30299 -1.70292  -1.614
C -3.88394 -1.48628 -1.01311  0.234
N -3.23568 -0.99043 0.20796  -0.148
C -2.82090 -2.11339 -1.86600  -1.652
C -1.82457 -1.19892 -2.54851  0.318
N -0.89125 -0.58539 -1.57091  0.153
C -2.51278 -0.05646 -3.26760  -1.928
H -4.31295 2.51515 -2.11341  0.455
H -4.74341 1.54215 -3.42593  0.450
H -3.31912 2.34801 -3.47621  0.294
H -2.77855 1.01147 -1.34694  -0.771
H -5.08960 -0.65785 -2.58077  0.474
H -5.22799 0.22556 -1.06904  0.405
H -4.71425 -2.21024 -0.80750  0.413
H -2.97798 -1.73629 0.81252  0.227
H -3.85777 -0.53473 0.88343  0.244
H -3.35174 -2.72930 -2.61127  0.480
H -2.27774 -2.93365 -1.38832  0.587
H -1.26323 -1.71908 -3.29655  0.720
H -0.43788 0.13833 -2.14184  -0.054
H -0.19127 -1.28714 -1.32148  -0.201
H -3.26027 -0.43839 -3.94903  0.628
H -1.80285 0.62334 -3.65501  0.662
F -1.71283 3.78640 -2.53989  -0.364
B -1.11962 3.38164 -3.75602  0.358
F -2.21480 2.81851 -4.55595  -0.480
F -0.52240 4.46098 -4.34707  -0.326
F -0.31582 2.28917 -3.60902  -0.266

Values from the calculation:
Relative energy (zero: lowest compared OMol25 entry of this formula, charge and spin): 0.0 kcal per mole
Kohn-Sham gap: 6.9 eV
Maximum force: 3.1 eV Å⁻¹
E_LUMO: -0.610 eV
E_tot: -3268.4709 Eh